A:
{"formula": "C4H11N2", "method": "ωB97M-V/def2-TZVPD", "e_homo_ev": -13.26, "charge": 1, "orbital_gap_ha": 0.3541, "symbols": ["C", "C", "H", "H", "H", "H", "C", "N", "C", "N", "H", "H", "H", "H", "H", "H", "H"], "coordinates": [[1.412, 2.432, -0.481], [2.170, 1.509, -1.057], [1.603, 3.485, -0.627], [0.508, 2.212, 0.073], [2.996, 1.826, -1.681], [2.103, 0.452, -0.830], [-1.749, -1.059, -1.085], [-0.219, -1.109, 2.251], [-0.657, -0.757, 1.060], [-0.986, -1.545, 0.082], [-1.287, -1.403, -2.004], [-1.707, 0.026, -1.091], [-2.773, -1.402, -0.981], [0.044, -2.057, 2.474], [0.174, -0.375, 2.829], [-0.770, 0.310, 0.909], [-0.860, -2.547, 0.158]], "nbo_charge": [-0.38, -0.38, 0.21, 0.16, 0.21, 0.18, -0.41, -0.71, 0.40, -0.49, 0.24, 0.23, 0.23, 0.43, 0.44, 0.22, 0.43]}

B:
{"formula": "C4H11N2", "method": "ωB97M-V/def2-TZVPD", "e_homo_ev": -12.92, "charge": 1, "orbital_gap_ha": 0.1715, "symbols": ["C", "C", "C", "C", "N", "N", "H", "H", "H", "H", "H", "H", "H", "H", "H", "H", "H"], "coordinates": [[-0.892, -0.789, 0.974], [-1.138, 0.811, 0.239], [-0.535, -0.383, -0.371], [-1.247, -0.816, -1.527], [0.852, -0.422, -0.714], [2.174, 1.343, 1.384], [-1.778, -1.486, 0.786], [-0.069, -1.179, 1.497], [-0.604, 1.449, 0.857], [-1.776, 1.272, -0.478], [-0.741, -0.907, -2.490], [-2.292, -0.608, -1.525], [1.000, -1.432, -1.041], [0.775, 0.028, -1.616], [1.887, 0.358, 1.127], [3.076, 1.410, 1.859], [2.217, 1.713, 0.443]], "nbo_charge": [-0.28, -0.31, -0.14, 0.26, -0.75, -1.10, 0.24, 0.28, 0.29, 0.25, 0.23, 0.21, 0.36, 0.35, 0.36, 0.39, 0.36]}

C:
{"formula": "C4H11N2", "method": "ωB97M-V/def2-TZVPD", "e_homo_ev": -14.04, "charge": 1, "orbital_gap_ha": 0.3718, "symbols": ["C", "C", "C", "C", "N", "N", "H", "H", "H", "H", "H", "H", "H", "H", "H", "H", "H"], "coordinates": [[1.657, 0.415, -0.538], [-1.161, 1.058, -0.298], [-1.266, -0.811, 1.341], [-0.649, -0.304, 0.100], [2.942, 0.259, -0.437], [0.751, -0.429, 0.002], [1.088, 1.299, -0.928], [-2.210, 1.053, -0.428], [-0.991, 1.850, 0.393], [-0.747, 1.254, -1.243], [-2.331, -0.960, 1.372], [-1.106, -0.207, 2.268], [-0.855, -1.841, 1.458], [-1.088, -1.091, -1.122], [3.552, 0.813, -1.029], [3.274, -0.627, 0.072], [1.050, -1.282, 0.397]], "nbo_charge": [0.38, -0.65, -0.66, 0.05, -0.71, -0.53, 0.25, 0.26, 0.23, 0.20, 0.27, 0.24, 0.22, 0.17, 0.45, 0.44, 0.41]}

Stability summary: most stable A, least stable B.

A:
{"formula": "C4H11N2", "method": "ωB97M-V/def2-TZVPD", "e_homo_ev": -14.35, "charge": 1, "smiles": "C[NH2+][C@@]1(C)CN1", "orbital_gap_ha": 0.4093, "symbols": ["C", "C", "C", "C", "N", "N", "H", "H", "H", "H", "H", "H", "H", "H", "H", "H", "H"], "coordinates": [[1.278, -0.721, 0.774], [0.466, 0.141, -0.143], [0.527, 1.697, 0.044], [-1.940, -0.521, 0.215], [1.632, -0.553, -0.635], [-0.724, -0.522, -0.726], [1.809, -0.389, 1.611], [0.973, -1.677, 0.938], [0.709, 2.046, -0.981], [1.285, 1.808, 0.689], [-0.350, 1.996, 0.386], [-1.856, -1.383, 0.903], [-1.933, 0.194, 0.985], [-2.926, -0.465, -0.426], [2.510, -0.140, -0.868], [-0.880, -0.099, -1.629], [-0.580, -1.411, -1.138]], "nbo_charge": [-0.25, 0.24, -0.58, -0.44, -0.61, -0.51, 0.23, 0.20, 0.23, 0.24, 0.22, 0.25, 0.25, 0.26, 0.40, 0.43, 0.45]}

B:
{"formula": "C4H11N2", "method": "ωB97M-V/def2-TZVPD", "e_homo_ev": [-13.49, -13.49], "charge": 1, "smiles": "C=[N+](C)N(C)C", "orbital_gap_ha": [0.3384, 0.3384], "symbols": ["C", "C", "C", "C", "N", "N", "H", "H", "H", "H", "H", "H", "H", "H", "H", "H", "H"], "coordinates": [[-1.667, -0.571, -0.787], [0.445, -1.684, -0.508], [1.507, 0.570, 0.359], [-0.785, 1.519, 0.607], [-0.477, -0.612, -0.324], [0.064, 0.486, 0.178], [-2.158, 0.357, -1.111], [-1.951, -1.450, -1.277], [0.797, -1.802, 0.507], [-0.051, -2.599, -0.893], [1.321, -1.431, -1.175], [1.777, -0.230, 1.134], [2.050, 0.347, -0.498], [1.893, 1.562, 0.740], [-1.813, 1.355, 0.876], [-0.218, 2.021, 1.497], [-0.634, 2.268, -0.233]], "nbo_charge": [-0.11, -0.44, -0.44, -0.46, -0.01, -0.19, 0.24, 0.22, 0.24, 0.26, 0.26, 0.22, 0.22, 0.27, 0.25, 0.24, 0.23]}

C:
{"formula": "C4H11N2", "method": "ωB97M-V/def2-TZVPD", "e_homo_ev": -13.96, "charge": 1, "orbital_gap_ha": 0.3642, "symbols": ["C", "C", "C", "C", "N", "N", "H", "H", "H", "H", "H", "H", "H", "H", "H", "H", "H"], "coordinates": [[1.938, 0.714, 0.606], [2.642, -0.503, 0.070], [-2.625, 0.521, 0.087], [-0.903, -1.083, 0.033], [1.238, -0.394, -0.127], [-1.637, -0.308, -0.622], [1.818, 0.697, 1.695], [2.186, 1.697, 0.243], [3.400, -0.571, -0.679], [-3.513, -0.077, 0.439], [-1.999, 1.020, 0.880], [-2.851, 1.245, -0.730], [-0.478, -2.055, -0.329], [2.838, -1.187, 0.815], [0.943, -0.116, -1.087], [-0.767, -0.741, 1.061], [-1.678, -0.240, -1.662]], "nbo_charge": [-0.27, -0.23, -0.43, 0.13, -0.59, -0.49, 0.21, 0.23, 0.23, 0.25, 0.23, 0.23, 0.25, 0.20, 0.37, 0.23, 0.43]}

D:
{"formula": "C4H11N2", "method": "ωB97M-V/def2-TZVPD", "e_homo_ev": -13.67, "charge": 1, "orbital_gap_ha": 0.3875, "symbols": ["C", "C", "C", "C", "N", "N", "H", "H", "H", "H", "H", "H", "H", "H", "H", "H", "H"], "coordinates": [[1.444, -0.561, 0.039], [0.358, -0.564, 1.007], [-0.931, -0.157, 0.289], [-1.927, 0.478, 0.922], [-0.802, -0.011, -1.184], [1.461, 0.699, -0.714], [1.538, -1.442, -0.607], [2.508, -0.658, 0.605], [0.260, -1.600, 1.382], [0.428, 0.021, 1.911], [-2.008, 0.619, 2.033], [-2.687, 0.937, 0.198], [0.384, 0.671, -1.254], [-0.594, -0.864, -1.689], [-1.802, 0.143, -1.495], [2.288, 0.741, -1.343], [1.417, 1.435, -0.006]], "nbo_charge": [-0.25, -0.50, 0.13, -0.38, -0.84, -0.75, 0.23, 0.24, 0.27, 0.25, 0.25, 0.21, 0.45, 0.40, 0.43, 0.44, 0.42]}

Stability summary: most stable D, least stable B.

A:
{"formula": "C4H11N2", "method": "ωB97M-V/def2-TZVPD", "e_homo_ev": -12.28, "charge": 1, "orbital_gap_ha": 0.2032, "symbols": ["C", "C", "C", "C", "N", "N", "H", "H", "H", "H", "H", "H", "H", "H", "H", "H", "H"], "coordinates": [[0.301, -0.801, -2.622], [0.459, -0.612, -1.187], [-0.215, -1.343, -0.226], [0.247, -1.479, 1.049], [-0.563, -2.078, 2.015], [-0.217, 4.862, 0.694], [1.144, -0.362, -3.153], [-0.575, -0.257, -2.989], [1.322, -0.063, -0.817], [-0.969, 5.123, 0.072], [-1.231, -1.682, -0.381], [1.220, -1.118, 1.380], [-0.725, -1.389, 2.750], [-0.222, -2.951, 2.412], [-0.529, 4.916, 1.651], [0.199, -1.854, -2.882], [0.548, 5.489, 0.493]], "nbo_charge": [-0.73, 0.26, -0.38, 0.34, -0.88, -1.09, 0.27, 0.30, 0.22, 0.36, 0.27, 0.20, 0.42, 0.43, 0.37, 0.29, 0.37]}

B:
{"formula": "C4H11N2", "method": "ωB97M-V/def2-TZVPD", "e_homo_ev": -13.08, "charge": 1, "smiles": "NCC/C=C/[NH3+]", "orbital_gap_ha": 0.3220, "symbols": ["C", "C", "C", "C", "N", "N", "H", "H", "H", "H", "H", "H", "H", "H", "H", "H", "H"], "coordinates": [[1.020, -1.784, -0.462], [1.334, -0.253, -0.408], [0.246, 0.448, 0.389], [-0.833, 1.178, -0.005], [-1.232, 2.318, 1.035], [-0.450, -1.965, -0.805], [1.114, -2.029, 0.606], [1.769, -2.255, -1.039], [1.248, 0.218, -1.551], [2.356, 0.119, 0.031], [0.432, 0.227, 1.481], [-1.772, 0.876, -0.470], [-1.555, 3.118, 0.609], [-1.928, 1.834, 1.561], [-0.361, 2.599, 1.640], [-0.865, -1.636, -1.741], [-0.524, -3.011, -0.870]], "nbo_charge": [-0.21, -0.46, -0.08, -0.12, -0.71, -0.88, 0.19, 0.21, 0.22, 0.27, 0.22, 0.26, 0.43, 0.44, 0.45, 0.38, 0.38]}

Stability summary: most stable A, least stable B.